A molecular structure, C34H34N7Sc, computed with wB97M-V/def2-TZVPD.

XYZ file:
```
76
C34H34N7Sc wB97M-V/def2-TZVPD
Sc -0.6716 -0.7585 1.0734
C -3.8481 -3.5762 1.8021
C -3.6953 -4.6238 0.8617
C -2.6111 -4.6393 0.0441
C -1.6105 -3.6170 0.1138
N -1.7930 -2.5990 1.0201
C -2.8837 -2.6195 1.8319
N -0.5891 -3.7175 -0.7333
C 0.5074 -2.9578 -0.6941
N 0.8378 -2.0029 0.2354
C 2.0590 -1.4609 -0.0857
N 2.7673 -0.5873 0.6197
C 2.3762 -0.1534 1.8298
C 3.3815 0.4124 2.6614
C 3.1034 0.7757 3.9452
C 1.7982 0.6150 4.4444
C 0.8496 0.1469 3.5840
N 1.0953 -0.2166 2.3008
C 2.5176 -2.0658 -1.3144
C 3.6466 -1.8486 -2.1086
C 3.7780 -2.5895 -3.2647
C 2.8085 -3.5501 -3.6304
C 1.6967 -3.7761 -2.8486
C 1.5494 -3.0194 -1.6812
H -4.6929 -3.5255 2.4723
H -4.4386 -5.4082 0.7944
H -2.4528 -5.4196 -0.6860
H -2.9646 -1.7865 2.5256
H 4.3724 0.4960 2.2391
H 3.8841 1.1813 4.5768
H 1.5277 0.8970 5.4504
H -0.1861 0.0777 3.8972
H 4.3910 -1.1206 -1.8122
H 4.6407 -2.4428 -3.9027
H 2.9512 -4.1200 -4.5404
H 0.9511 -4.5133 -3.1176
C -0.7238 2.6671 0.6329
C -1.6670 2.3743 1.8046
C -2.9713 3.1558 1.5681
C -1.9394 0.8796 1.8855
C -1.0577 2.8232 3.1407
C 0.1738 3.4647 3.2300
C 0.6924 3.8590 4.4579
C -0.0069 3.6136 5.6264
C -1.2370 2.9704 5.5558
C -1.7524 2.5849 4.3299
H -1.2020 2.3479 -0.2935
H 0.2254 2.1292 0.7303
H -0.4974 3.7323 0.5460
H -3.4460 2.8147 0.6452
H -2.7751 4.2276 1.4835
H -3.6749 3.0013 2.3865
H -2.8581 0.7084 2.4628
H 0.7538 3.6604 2.3391
H 1.6549 4.3544 4.4947
H 0.3985 3.9169 6.5833
H -1.7984 2.7719 6.4605
H -2.7140 2.0879 4.2945
N -0.9715 -0.2576 -1.0843
C -0.6558 -0.0501 -2.1796
N -0.3278 0.2001 -3.4092
C -0.9073 1.3790 -4.0826
C -0.8679 1.1368 -5.5818
C 0.5769 0.9942 -6.0842
C 1.4838 0.3458 -5.0261
C 0.7118 -0.5867 -4.1110
H -0.3356 2.2736 -3.8174
H -1.9276 1.5095 -3.7238
H -1.3772 1.9558 -6.0901
H -1.4381 0.2298 -5.7952
H 0.9749 1.9752 -6.3488
H 0.5793 0.4005 -6.9994
H 1.9609 1.1111 -4.4090
H 2.2896 -0.2215 -5.4917
H 1.3662 -1.0328 -3.3639
H 0.2347 -1.3947 -4.6703
```

The orbital gap (spin up / spin down) is 6.97 / 5.05 eV. Its spin multiplicity is 1. As for the lowest unoccupied orbital energy (spin up / spin down): -0.276 / -0.034 eV. Its highest occupied orbital energy (spin up / spin down) is -7.25 / -5.08 eV.

---

A molecular structure, C34H35AsBr2N4O3PdS, computed with wB97M-V/def2-TZVPD.

XYZ file:
```
81
C34H35AsBr2N4O3PdS wB97M-V/def2-TZVPD
Pd 3.4680 -0.1470 -0.1006
Br 5.1101 1.4104 -2.2830
C 4.7741 1.3121 -0.3262
Br 5.3279 -1.8021 -0.2463
H 4.3906 2.2933 -0.0518
H 5.7526 1.1089 0.1102
C -1.0413 7.2745 -1.3098
C -0.7014 5.8238 -1.1154
C -1.5363 4.9783 -0.4065
C -1.2341 3.6358 -0.1905
C -2.2285 2.8692 0.6411
C -0.0515 3.0972 -0.7187
As 0.6013 1.2074 -0.6852
N 1.9950 1.2344 0.4793
C 2.0581 1.8925 1.6780
C 3.2242 1.8104 2.4709
C 3.3204 2.4518 3.6892
C 2.2671 3.2022 4.1986
C 1.0996 3.2660 3.4507
C 0.9906 2.6257 2.2309
C -0.9116 0.1374 0.0260
C -0.9605 -0.5997 1.2125
C 0.0779 -0.5445 2.2993
C -2.0438 -1.4515 1.4395
C -3.0631 -1.6225 0.5260
C -4.1922 -2.5810 0.7743
C -2.9889 -0.9065 -0.6621
C -1.9358 -0.0474 -0.9268
C -1.9211 0.6479 -2.2626
C 0.8112 3.9551 -1.4290
C 2.1402 3.5183 -1.9834
C 0.4728 5.2900 -1.6147
H -2.0481 7.4916 -0.9516
H -0.9896 7.5589 -2.3620
H -0.3475 7.9185 -0.7646
H -2.4526 5.3755 0.0183
H -2.8022 3.5691 1.2512
H -1.7666 2.1384 1.3009
H -2.9328 2.3199 0.0138
H 4.0526 1.2010 2.1088
H 4.2392 2.3511 4.2573
H 2.3463 3.6998 5.1562
H 0.2442 3.8191 3.8237
H 0.0499 2.6730 1.7023
H 1.0625 -0.2919 1.9162
H 0.1303 -1.5158 2.7939
H -0.1811 0.2043 3.0535
H -2.0629 -2.0194 2.3640
H -4.0845 -3.0723 1.7418
H -4.2216 -3.3553 0.0072
H -5.1575 -2.0700 0.7606
H -3.7531 -1.0447 -1.4175
H -2.8173 0.3895 -2.8258
H -1.0535 0.3492 -2.8535
H -1.8800 1.7342 -2.1696
H 2.1783 2.4642 -2.2624
H 2.9319 3.6625 -1.2459
H 2.3921 4.1089 -2.8648
H 1.1571 5.9224 -2.1687
O -3.0714 -7.5792 -3.7275
S -3.3209 -6.4788 -2.8114
O -3.2810 -5.1663 -3.4218
O -4.4390 -6.6929 -1.9061
C -1.8792 -6.5320 -1.6882
N -1.6589 -7.6980 -1.0762
C -0.6207 -7.7449 -0.2596
C 0.1948 -6.6537 -0.0093
C -0.1354 -5.4828 -0.6765
N -1.1602 -5.4302 -1.5253
C 0.6323 -4.2223 -0.4844
C 1.3732 -3.9812 0.6685
C 2.0538 -2.7853 0.7967
N 2.0338 -1.8372 -0.1425
C 1.3354 -2.0744 -1.2565
C 0.6142 -3.2368 -1.4620
H -0.4240 -8.6980 0.2225
H 1.0464 -6.7272 0.6487
H 1.4020 -4.6916 1.4823
H 2.6341 -2.5588 1.6856
H 1.3367 -1.2716 -1.9949
H 0.0288 -3.3788 -2.3595
```

The orbital gap is 6.63 eV. Its spin multiplicity is 1. The net charge is -2. As for the lowest unoccupied orbital energy: 3.832 eV. Its highest occupied orbital energy is -2.80 eV.

---

A molecular structure, C34H35BrF6IrN6O5S2SbSe, computed with wB97M-V/def2-TZVPD.

XYZ file:
```
92
C34H35BrF6IrN6O5S2SbSe wB97M-V/def2-TZVPD
Ir -0.7808 0.5926 -0.6252
F 2.5650 3.2757 -2.4860
C 1.3249 3.7660 -2.4270
F 1.2850 4.9071 -3.0893
F 0.5365 2.8910 -3.0641
S 0.7411 4.0569 -0.6549
O 0.5380 2.7196 -0.1056
O 1.7510 4.8275 -0.0343
N -0.6140 4.7990 -0.9101
S -1.8586 3.8573 -0.8187
O -2.3742 3.6773 0.5010
O -1.7163 2.6294 -1.5741
C -3.1183 4.7507 -1.8723
F -2.5289 5.0345 -3.0282
F -4.1215 3.9039 -2.1188
F -3.6189 5.8606 -1.3602
Br 6.7232 -1.1495 5.2012
C 6.0329 -2.1322 3.7304
C 6.9057 -2.7207 2.8178
C 6.4045 -3.4456 1.7666
C 5.0113 -3.6062 1.6220
C 4.1419 -3.0157 2.5724
C 4.6528 -2.2733 3.6053
N 4.5484 -4.2957 0.5719
N 3.3556 -4.5832 0.3110
C 2.3016 -3.8790 -0.0197
C 1.0404 -4.5251 -0.0591
C -0.1268 -3.8239 -0.1546
C -0.1332 -2.4157 -0.2969
O -1.2203 -1.7185 -0.3206
C 1.1222 -1.7576 -0.4208
N 1.1006 -0.4170 -0.6677
C 2.2356 0.2377 -0.8619
C 3.4676 -0.3961 -0.8325
C 3.5269 -1.7493 -0.5312
C 2.3529 -2.4611 -0.3139
H 7.9692 -2.6112 2.9560
H 7.0565 -3.8973 1.0371
H 3.0783 -3.1774 2.4735
H 3.9952 -1.8105 4.3265
H 1.0327 -5.5973 0.0428
H -1.0765 -4.3306 -0.1158
H 2.1627 1.2996 -1.0516
H 4.3640 0.1680 -1.0239
H 4.4777 -2.2560 -0.5158
C -2.2159 -1.4164 2.8153
C -0.8558 -0.8544 3.1799
Sb -0.2306 0.8632 1.9477
C -0.7150 2.5739 3.1787
C -2.1621 2.6097 3.6250
C 1.9274 0.6659 2.2674
C 2.3637 0.9559 3.6916
H -2.4447 -2.2843 3.4336
H -2.2380 -1.7270 1.7716
H -3.0028 -0.6782 2.9725
H -0.0786 -1.6047 3.0375
H -0.8372 -0.5225 4.2160
H -0.4594 3.4477 2.5847
H -0.0484 2.5125 4.0391
H -2.8285 2.7727 2.7790
H -2.2999 3.4351 4.3219
H -2.4379 1.6860 4.1346
H 2.4076 1.3551 1.5742
H 2.1940 -0.3586 1.9948
H 2.1910 1.9968 3.9513
H 3.4323 0.7671 3.7871
H 1.8425 0.3182 4.4032
C -1.5929 0.4838 -6.9349
C -1.4258 0.3783 -5.4615
C -2.4972 0.4850 -4.5779
C -2.2806 0.3953 -3.2176
N -1.0673 0.2264 -2.6937
C -0.0362 0.0944 -3.5283
C -0.1714 0.1490 -4.8987
H -2.5716 0.8739 -7.1967
H -1.4840 -0.4990 -7.3934
H -0.8223 1.1267 -7.3554
H -3.4993 0.6376 -4.9457
H -3.1121 0.4711 -2.5304
H 0.9407 -0.0610 -3.0938
H 0.6976 0.0251 -5.5262
Se -3.1356 1.0285 0.3296
C -4.5069 -0.3069 0.0324
C -5.8229 0.1606 0.0927
C -6.8493 -0.7080 -0.2417
N -6.6253 -1.9578 -0.5908
C -5.3921 -2.4148 -0.6358
C -4.2875 -1.6308 -0.3310
H -6.0323 1.1801 0.3782
H -7.8801 -0.3802 -0.2384
H -5.2742 -3.4472 -0.9376
H -3.2892 -2.0327 -0.3910
```

The orbital gap (spin up / spin down) is 4.40 / 4.43 eV. As for the expectation value of S²: 0.79. Its spin multiplicity is 2. The net charge is +1. As for the lowest unoccupied orbital energy (spin up / spin down): -5.346 / -5.322 eV. Its highest occupied orbital energy (spin up / spin down) is -9.75 / -9.75 eV.

---

7 unconnected molecules or ions with the total composition C34H35BrFN8O5P, computed with wB97M-V/def2-TZVPD.

XYZ file:
```
85
C34H35BrFN8O5P wB97M-V/def2-TZVPD
O 1.3238 0.2326 4.3665
C 0.3032 0.3944 3.6425
F -0.8091 -0.5540 3.6651
N 0.1539 1.5909 2.7347
C 1.3971 1.6626 1.8927
O 1.8759 2.8015 1.5825
C 2.2016 0.3938 1.3542
C 1.5404 -0.9670 0.9019
C 2.4119 -2.2220 0.4472
P 1.8131 -4.0297 0.5878
O 2.7035 -4.6651 1.9518
Br -0.4025 -4.0578 1.2126
C 3.8539 -1.9002 -0.1451
C 4.4702 -0.5405 0.2848
C 3.7539 0.4837 1.2311
C 4.8436 1.4791 1.8552
O 4.7116 2.4202 2.6781
N 6.0990 0.9732 1.1994
C 5.8573 0.1820 -0.0562
O 6.5648 0.1775 -1.0931
H -0.5851 1.3034 2.0479
H 0.3973 -1.0797 0.8766
H 3.1312 -3.9217 2.4543
H 4.4514 -2.6235 -0.7978
H 6.4418 0.3352 1.9528
C -4.7324 2.3617 4.5683
C -3.4507 2.9112 4.8168
C -2.5248 2.0288 4.3146
N -3.1971 0.9696 3.7779
C -4.5448 1.1641 3.9227
H -5.6867 2.7947 4.8315
H -3.2296 3.8478 5.3078
H -1.4469 2.0587 4.2923
H -2.7660 0.1699 3.3432
H -5.2516 0.4347 3.5558
C -6.2992 0.4000 7.5446
C -7.1549 0.1103 8.6364
C -6.9030 1.0434 9.6126
N -5.9235 1.8830 9.1519
C -5.5536 1.5012 7.8900
H -6.2362 -0.1368 6.6089
H -7.8757 -0.6919 8.7009
H -7.3340 1.1815 10.5930
H -5.5361 2.6608 9.6618
H -4.7927 2.0433 7.3487
C 4.2890 -3.6041 -4.3214
C 3.2861 -2.8028 -4.9200
C 3.6150 -1.4894 -4.6810
N 4.7768 -1.4694 -3.9565
C 5.1975 -2.7536 -3.7376
H 4.3418 -4.6831 -4.3186
H 2.4196 -3.1476 -5.4657
H 3.1225 -0.5694 -4.9623
H 5.2497 -0.6380 -3.6349
H 6.1042 -2.9514 -3.1851
C -8.3693 -2.2947 1.9944
C -9.2246 -2.5842 3.0860
C -8.9736 -1.6503 4.0617
N -7.9951 -0.8104 3.6012
C -7.6246 -1.1930 2.3392
H -8.3061 -2.8319 1.0592
H -9.9448 -3.3868 3.1507
H -9.4050 -1.5120 5.0419
H -7.6084 -0.0315 4.1112
H -6.8640 -0.6504 1.7975
C 5.0014 -0.8555 -10.1591
C 3.8418 -0.0443 -10.0919
C 3.3768 -0.1024 -8.8007
N 4.2103 -0.9224 -8.0867
C 5.2066 -1.3815 -8.9059
H 5.6188 -1.0340 -11.0274
H 3.3968 0.5202 -10.8984
H 2.5261 0.3665 -8.3294
H 4.1060 -1.1509 -7.1091
H 5.9726 -2.0422 -8.5282
C 2.0180 3.6134 -5.7480
C 3.3079 4.1446 -5.5032
C 4.2215 3.2482 -6.0032
N 3.5306 2.1932 -6.5367
C 2.1861 2.4103 -6.3903
H 1.0709 4.0617 -5.4851
H 3.5427 5.0797 -5.0157
H 5.3009 3.2697 -6.0241
H 3.9466 1.3834 -6.9707
H 1.4667 1.6913 -6.7533
```

The orbital gap is 5.89 eV. Its spin multiplicity is 1. As for the lowest unoccupied orbital energy: -2.382 eV. The SMILES is O=C(F)NC(=O)c1cc(P(O)Br)cc2c1C(=O)NC2=O.c1cc[nH]c1.c1cc[nH]c1.c1cc[nH]c1.c1cc[nH]c1.c1cc[nH]c1.c1cc[nH]c1. Its highest occupied orbital energy is -8.27 eV.

---

A molecular structure, C34H35N4O3ReS2, computed with wB97M-V/def2-TZVPD.

XYZ file:
```
79
C34H35N4O3ReS2 wB97M-V/def2-TZVPD
Re 1.9555 0.9774 -0.1081
C -0.7050 1.5932 -1.7374
N 0.0330 2.2304 -0.6185
C -0.7352 2.1632 0.6497
C 0.1716 2.5564 1.8046
N 1.3074 1.6039 1.8996
C 0.8585 0.3583 2.5940
C 2.4461 2.1397 2.6537
C 2.2823 3.0204 3.7095
C 3.3827 3.4584 4.4306
C 4.6534 3.0110 4.1043
C 4.8210 2.1178 3.0599
C 3.7226 1.6791 2.3292
S 3.9625 0.5156 1.0307
C 0.2966 3.6282 -0.9665
C -0.7489 4.5049 -1.2274
C -0.4945 5.8222 -1.5659
C 0.8154 6.2724 -1.6685
C 1.8606 5.4074 -1.4087
C 1.6041 4.0861 -1.0402
S 2.9442 3.0364 -0.6406
H -1.6689 2.0810 -1.9002
H -0.1115 1.6739 -2.6471
H -0.8649 0.5481 -1.4937
H -1.5913 2.8407 0.6189
H -1.1073 1.1437 0.7611
H 0.5770 3.5547 1.6345
H -0.4081 2.5630 2.7293
H 0.4932 0.6031 3.5928
H 0.0777 -0.1347 2.0129
H 1.6991 -0.3271 2.6795
H 1.2961 3.3644 3.9937
H 3.2443 4.1428 5.2561
H 5.5130 3.3558 4.6623
H 5.8051 1.7560 2.7928
H -1.7780 4.1725 -1.1667
H -1.3206 6.4960 -1.7468
H 1.0137 7.2959 -1.9561
H 2.8900 5.7333 -1.4796
C -4.4689 -3.9010 -1.7477
N -3.1847 -3.4935 -1.2152
N -2.9959 -2.2395 -0.6599
C -1.6385 -1.9342 -0.6342
O -1.1974 -0.8971 -0.1171
C -1.0081 -3.0412 -1.2850
C -1.9757 -3.9389 -1.6357
C -1.8532 -5.2334 -2.3569
C -4.0124 -1.5104 -0.0001
C -4.1953 -0.1730 -0.3293
C -5.1470 0.5730 0.3469
C -5.9303 -0.0138 1.3308
C -5.7479 -1.3513 1.6496
C -4.7838 -2.1013 0.9941
H -5.2528 -3.3146 -1.2789
H -4.6416 -4.9541 -1.5343
H -4.5151 -3.7469 -2.8291
H 0.0482 -3.1529 -1.4409
H -0.8032 -5.4773 -2.4966
H -2.3276 -5.1826 -3.3387
H -2.3261 -6.0380 -1.7929
H -3.5956 0.2655 -1.1146
H -5.2860 1.6168 0.0965
H -6.6839 0.5706 1.8411
H -6.3511 -1.8094 2.4220
H -4.6195 -3.1387 1.2578
O 1.6201 -1.1663 0.0406
C 2.3088 -1.3315 -1.0090
O 2.5389 -0.2798 -1.7109
C 2.8997 -2.6406 -1.3186
C 2.5910 -3.7256 -0.4960
C 3.2061 -4.9456 -0.7054
C 4.1420 -5.0834 -1.7235
C 4.4473 -4.0055 -2.5437
C 3.8284 -2.7835 -2.3462
H 1.8761 -3.5938 0.3049
H 2.9637 -5.7872 -0.0706
H 4.6402 -6.0323 -1.8720
H 5.1735 -4.1199 -3.3369
H 4.0648 -1.9331 -2.9719
```

The orbital gap (spin up / spin down) is 8.16 / 6.96 eV. As for the expectation value of S²: 3.77. Its spin multiplicity is 4. The net charge is +1. As for the lowest unoccupied orbital energy (spin up / spin down): -2.082 / -3.548 eV. Its highest occupied orbital energy (spin up / spin down) is -10.24 / -10.51 eV.

---

The calculation returns the following E_tot values, one per record and in order: -66942.084, -263172.032, -237734.382, -140024.850, -71725.822 eV.
The calculation returns the following strongest force on any atom values, one per record and in order: 0.16, 0.30, 5.28, 6.94, 0.81 eV Å⁻¹.